[1]
Density functional theory data (ωB97M-V/def2-TZVPD) for a cluster of 2 separate species, C6H13N in total.

Each line ends with the natural charge from an NBO analysis.
Atoms and positions in Å:
1 C 3.177756 -0.252630 0.657806  -0.8751
2 C 0.588426 -1.002575 -0.795994  -0.2243
3 C 0.451476 0.436766 -1.170715  -0.3061
4 N -0.881883 0.002288 -0.798026  -0.3412
5 C -2.062455 0.870618 -0.867314  -0.2187
6 C -1.480738 0.435448 0.437504  -0.0418
7 C -2.089231 -0.637876 1.298665  -0.6197
8 H 3.063698 0.778236 1.006174  0.1998
9 H 3.656846 -0.249919 -0.326734  0.2038
10 H 3.793214 -0.816722 1.361475  0.2097
11 H 0.690854 -1.557636 -1.743383  0.1316
12 H 2.193333 -0.726591 0.572000  0.2509
13 H 0.477938 0.727521 -2.227327  0.1772
14 H 0.883445 1.203771 -0.520457  0.1733
15 H -2.996214 0.446875 -1.226986  0.2110
16 H -1.868279 1.897986 -1.176631  0.2046
17 H -0.905128 1.190093 0.975487  0.1969
18 H -2.744680 -0.210192 2.064858  0.2143
19 H -2.666465 -1.342748 0.692929  0.2167
20 H -1.281904 -1.192709 1.786667  0.2371

Atoms 1-6, force components in eV/Å:
0.0573 0.0010 0.0274
-0.1321 0.0053 -0.2405
0.1279 0.2910 0.0494
0.1579 -0.0426 0.0152
-0.1697 0.0429 -0.1553
0.0808 0.0007 0.1981

E_HOMO, eV: -7.87
LUMO level, eV: 0.95
2S+1: 1
Maximum force, eV/A: 0.615

***

[2]
Density functional theory data (ωB97M-V/def2-TZVPD) for a cluster of 2 separate species, C2H2N2O in total.

Each line ends with the natural charge from an NBO analysis.
Atoms and positions in Å:
1 N 0.318011 0.340659 -2.333945  -0.1081
2 N -0.215186 1.071164 -1.676532  0.4322
3 O -0.744283 1.657166 -0.852130  -0.3232
4 C -0.289698 -1.028588 0.919678  -0.2581
5 C 0.619328 -0.525260 1.514204  -0.2409
6 H -1.231342 -1.635282 0.868706  0.2494
7 H 1.543169 0.120140 1.560020  0.2487

Atoms 1-6, force components in eV/Å:
0.0866 0.4112 -0.7557
1.7872 -3.0373 -1.4717
-1.8861 2.6602 2.2173
-2.7623 -1.9893 0.7975
2.8452 2.1700 -0.8186
1.5071 1.0388 -0.4643

E_HOMO, eV: -10.86
LUMO level, eV: 1.08
2S+1: 1
Maximum force, eV/A: 3.943
SMILES: N#[N+][O-].C#C

***

[3]
Density functional theory data (ωB97M-V/def2-TZVPD) for a structure of composition C44H38N6OPtS2Te.

Each line ends with the Löwdin spin population.
Atoms and positions in Å:
1 Pt 1.339660 -1.442214 -1.066013  0.6840
2 C -1.808762 -3.113554 -1.115693  0.0014
3 C -0.852620 -3.798738 -0.199640  0.0053
4 C -1.265990 -4.931659 0.500277  0.0045
5 C -0.403567 -5.550345 1.374618  -0.0036
6 C 0.858378 -5.010876 1.557705  0.0039
7 C 1.215888 -3.886410 0.836221  0.0081
8 N 0.383350 -3.315800 -0.050169  0.1144
9 C 2.523359 -3.217371 1.072091  0.0026
10 C 3.458607 -3.713756 1.971099  0.0002
11 C 4.640913 -3.028172 2.163474  -0.0011
12 C 4.884448 -1.872155 1.447075  0.0002
13 C 3.930145 -1.425946 0.546902  0.0026
14 N 2.776531 -2.092627 0.391819  0.0257
15 C 4.144526 -0.217666 -0.296368  0.0089
16 C 5.365017 0.432799 -0.341455  0.0032
17 C 5.494947 1.543580 -1.160578  -0.0010
18 C 4.409832 1.964318 -1.898276  0.0031
19 C 3.209934 1.260809 -1.815719  0.0060
20 C 2.038267 1.660717 -2.654717  0.0026
21 N 3.098346 0.195779 -1.020478  0.0991
22 H -2.831443 -3.335741 -0.815049  -0.0001
23 H -1.670852 -3.450006 -2.144370  -0.0002
24 H -1.656910 -2.039430 -1.092361  0.0003
25 H -2.269321 -5.304724 0.348502  0.0006
26 H -0.709887 -6.427064 1.929165  -0.0002
27 H 1.534831 -5.460053 2.266218  0.0009
28 H 3.272158 -4.622643 2.518843  0.0002
29 H 5.373371 -3.395878 2.869334  -0.0001
30 H 5.807250 -1.332538 1.587780  0.0003
31 H 6.209069 0.083649 0.232067  0.0008
32 H 6.438991 2.068393 -1.220093  -0.0001
33 H 4.479750 2.820237 -2.555714  0.0004
34 H 2.001816 2.743276 -2.775953  -0.0001
35 H 1.108956 1.308974 -2.217843  0.0012
36 H 2.123321 1.212102 -3.647135  -0.0001
37 S 2.711179 -2.553757 -2.573750  0.0020
38 C 1.545514 -2.262418 -3.819341  0.0083
39 S 0.219249 -1.397614 -3.119421  -0.0010
40 C 1.633213 -2.652681 -5.118229  -0.0006
41 C 0.557464 -2.339392 -6.002460  0.0000
42 N -0.341858 -2.038794 -6.655021  -0.0006
43 C 2.787367 -3.350751 -5.582566  0.0000
44 N 3.740624 -3.884899 -5.942679  -0.0006
45 C -5.313750 5.104098 2.927730  0.0000
46 C -4.322451 4.242076 2.198653  -0.0001
47 C -3.408158 3.454662 2.892069  0.0001
48 C -2.488376 2.658422 2.224955  0.0002
49 C -1.495244 1.830870 2.989896  0.0006
50 C -2.520888 2.663070 0.831947  0.0042
51 Te -1.128653 1.467518 -0.255383  0.0098
52 N 0.099008 -0.182155 0.203847  0.0013
53 C 0.628265 -0.259798 1.517019  0.0006
54 O 0.323923 -1.196320 2.226075  -0.0012
55 C 1.592738 0.784650 2.020865  0.0002
56 C 1.836299 1.991226 1.368177  0.0001
57 C 2.713930 2.918713 1.912087  0.0000
58 C 3.381095 2.632413 3.094861  0.0001
59 C 3.167424 1.419585 3.735919  0.0000
60 C 2.271234 0.504144 3.206717  0.0001
61 C -2.539526 0.362277 -1.332230  0.0002
62 C -2.403127 0.384437 -2.714329  0.0002
63 C -3.302183 -0.308968 -3.508903  -0.0001
64 C -4.341840 -0.999549 -2.905872  0.0000
65 C -4.472659 -1.009090 -1.523224  0.0000
66 C -3.570800 -0.341084 -0.701283  0.0001
67 C -3.717016 -0.403708 0.793588  0.0001
68 C -3.387811 3.456825 0.086656  0.0009
69 C -3.412849 3.521476 -1.419832  0.0003
70 C -4.288617 4.233065 0.809038  0.0003
71 H -5.216276 4.996046 4.006227  0.0000
72 H -6.334925 4.840251 2.649652  0.0000
73 H -5.169193 6.155533 2.676256  0.0000
74 H -3.410587 3.463016 3.975687  0.0000
75 H -1.618401 1.963155 4.062728  0.0001
76 H -0.468727 2.114363 2.741401  0.0001
77 H -1.609776 0.763071 2.771806  0.0002
78 H 1.364851 2.212669 0.420693  0.0000
79 H 2.879340 3.862891 1.409233  0.0000
80 H 4.067852 3.354916 3.516482  0.0000
81 H 3.691453 1.193089 4.655326  0.0000
82 H 2.069320 -0.433513 3.707533  0.0000
83 H -1.597813 0.941454 -3.178590  0.0000
84 H -3.186067 -0.306490 -4.584574  0.0000
85 H -5.053894 -1.541487 -3.514583  0.0000
86 H -5.286290 -1.559928 -1.066420  0.0000
87 H -4.448756 -1.158449 1.076191  0.0000
88 H -4.047845 0.554028 1.199745  0.0000
89 H -2.767035 -0.666326 1.270182  0.0001
90 H -2.454693 3.266240 -1.872513  0.0002
91 H -3.667387 4.529905 -1.741828  0.0000
92 H -4.159358 2.838064 -1.828657  0.0000
93 H -4.980826 4.859686 0.256886  0.0001

Atoms 1-6, force components in eV/Å:
0.5076 -0.3161 -0.5625
0.0055 -0.0390 -0.0556
0.0590 -0.0902 -0.0157
-0.0248 -0.0078 -0.0100
0.0058 -0.0090 0.0144
0.0139 -0.0019 -0.0024

Net charge: +1
E_HOMO (spin up / spin down), eV: -10.09 / -10.04
LUMO level (spin up / spin down), eV: -3.97 / -4.01
2S+1: 2
Maximum force, eV/A: 2.447
Expectation value of S²: 0.755